1.
Below is a 2-piece molecular cluster, C6H4O2S overall, with properties calculated with wB97M-V/def2-TZVPD.

The geometry in XYZ format:
```
13
Properties=species:S:1:pos:R:3:lowdin_charge:R:1
C -1.3594 -0.4513 0.9886 -0.069
C -0.8157 0.1833 -0.1023 -0.121
C -0.4450 -1.1594 1.7901 -0.127
C 1.4326 -0.6227 0.3118 -0.122
C 0.5249 0.1046 -0.4161 -0.049
C 0.8320 -1.2858 1.3873 0.069
O 1.3738 2.8600 -1.8629 -0.425
O -0.2912 1.3065 -2.7334 -0.441
S 1.1060 1.5627 -2.4477 0.866
H -2.4948 -0.4047 1.1324 0.140
H -1.5381 0.6421 -0.6092 0.057
H -0.8069 -1.9456 2.4982 0.119
H 2.4818 -0.7895 0.0632 0.103
```

Summary:
Relative energy (zero: lowest compared OMol25 entry of this formula, charge and spin)   2.886 eV
Highest occupied orbital energy (spin up / spin down)   -9.80 / -9.80 eV
E   -21211.4025 eV
Net charge   0

2.
Below is a single C4H6FNO2 molecule, with properties calculated with wB97M-V/def2-TZVPD.

The geometry in XYZ format:
```
14
Properties=species:S:1:pos:R:3:lowdin_charge:R:1
C 2.6960 -0.1656 -0.1333 -0.056
O 1.4202 0.4702 -0.3210 -0.162
N 0.4160 -0.4041 -0.1369 0.080
C -0.7907 -0.0146 -0.0680 -0.201
C -1.2293 1.4353 -0.1956 -0.174
O -2.3585 1.8405 -0.0393 0.074
C -1.9007 -0.9288 0.3551 -0.144
F -2.8450 -1.0986 -0.6513 -0.049
H 3.2953 0.3394 -0.8789 0.078
H 2.5864 -1.3014 -0.1516 0.112
H 3.1487 0.1335 0.8251 0.081
H -0.4111 2.1565 -0.3241 0.119
H -2.5177 -0.5233 1.1128 0.109
H -1.5094 -1.9389 0.6070 0.132
```

Summary:
Relative energy (zero: lowest compared OMol25 entry of this formula, charge and spin)   3.429 eV
Highest occupied orbital energy   -9.83 eV
E   -12544.6613 eV
Net charge   0

3.
Below is a 3-piece molecular cluster, C25H55N2O3P overall, with properties calculated with wB97M-V/def2-TZVPD.

The geometry in XYZ format:
```
86
Properties=species:S:1:pos:R:3:lowdin_charge:R:1
C -2.4873 1.8580 1.7971 -0.103
C -2.1972 1.9478 0.2656 -0.266
C -1.7549 0.6070 -0.3695 -0.187
C -0.2992 0.1542 -0.0316 -0.315
O 0.6704 0.5729 -0.9794 -0.447
P 1.0756 2.2561 -0.9009 0.837
C 1.6222 4.0884 -0.8264 -0.413
C 0.4991 5.1081 -1.1443 -0.324
C 0.0026 5.0819 -2.6247 -0.133
H -2.1896 2.8110 2.2699 0.068
H -1.9474 1.0490 2.3012 0.056
H -3.5762 1.8000 1.9380 0.067
H -1.5126 2.7891 0.0937 0.055
H -3.1458 2.2316 -0.2272 0.102
H -2.4234 -0.1719 0.0415 0.096
H -1.8611 0.5833 -1.4633 0.110
H -0.0089 0.3845 1.0126 0.103
H -0.3072 -0.9490 -0.0833 0.114
H 0.6542 2.3800 0.4540 0.045
H 2.4218 1.9082 -1.2195 0.022
H 0.1732 2.4884 -1.9735 0.042
H 2.5417 4.2497 -1.4181 0.066
H 1.9201 4.2660 0.2291 0.066
H 0.9252 6.1149 -0.9696 0.092
H -0.3568 5.0438 -0.4517 0.090
H -0.2943 6.0810 -2.9722 0.064
H 0.7628 4.6283 -3.2763 0.068
H -0.9232 4.4807 -2.6591 0.056
C 7.1906 -1.1330 -2.9986 -0.025
C 6.4225 -1.0251 -4.3408 -0.479
C 6.4344 0.4192 -4.8755 -0.142
C 5.4354 1.3534 -4.2053 -0.178
C 4.0430 0.7338 -4.2301 -0.136
C 4.0168 -0.6589 -3.5914 -0.486
N 5.0478 -1.5663 -4.1712 -0.069
O 4.6207 -1.9593 -5.3430 -0.017
C 4.2072 -0.5016 -2.0696 -0.045
C 2.6067 -1.2485 -3.7299 -0.035
C 7.2679 -1.8588 -5.3182 -0.053
H 6.5512 -1.1896 -2.1225 0.053
H 7.7876 -2.0461 -2.9605 0.079
H 7.8689 -0.2902 -2.8557 0.087
H 6.2115 0.4064 -5.9478 0.122
H 7.4400 0.8367 -4.7848 0.120
H 5.7488 1.5808 -3.1822 0.106
H 5.4172 2.3079 -4.7377 0.113
H 3.3391 1.3919 -3.7133 0.112
H 3.6987 0.6745 -5.2680 0.127
H 4.2804 -1.4730 -1.5769 0.095
H 3.3535 0.0187 -1.6332 0.046
H 5.0791 0.0919 -1.7956 0.065
H 2.2764 -1.2951 -4.7675 0.080
H 1.8845 -0.6276 -3.1972 0.072
H 2.5584 -2.2533 -3.3069 0.093
H 7.2504 -2.9173 -5.0538 0.089
H 8.3058 -1.5219 -5.2858 0.090
H 6.9311 -1.7598 -6.3500 0.077
C -4.4918 -2.6531 6.4333 -0.023
C -4.4180 -1.4481 5.4606 -0.476
C -5.8005 -0.7954 5.2752 -0.141
C -6.7296 -1.5339 4.3214 -0.177
C -6.0221 -1.7870 2.9957 -0.137
C -4.7000 -2.5399 3.1788 -0.490
N -3.8078 -1.8838 4.1758 -0.062
O -3.2777 -0.8357 3.6035 -0.029
C -5.0170 -3.9929 3.5905 -0.047
C -4.0070 -2.6790 1.8163 -0.039
C -3.5489 -0.4227 6.2076 -0.050
H -4.4800 -3.6227 5.9442 0.053
H -3.6273 -2.6730 7.0995 0.080
H -5.3864 -2.6110 7.0566 0.088
H -5.6680 0.2218 4.8910 0.122
H -6.2885 -0.6862 6.2464 0.121
H -7.0764 -2.4693 4.7697 0.107
H -7.6238 -0.9307 4.1456 0.114
H -6.6807 -2.3506 2.3303 0.125
H -5.8389 -0.8268 2.5016 0.124
H -4.1028 -4.5454 3.8157 0.093
H -5.5203 -4.5141 2.7748 0.087
H -5.6887 -4.0686 4.4441 0.063
H -3.8381 -1.7149 1.3364 0.063
H -4.6275 -3.2629 1.1356 0.087
H -3.0469 -3.1888 1.9137 0.093
H -2.5224 -0.7768 6.3153 0.090
H -3.9536 -0.2577 7.2077 0.091
H -3.5247 0.5459 5.7080 0.077
```

Summary:
Relative energy (zero: lowest compared OMol25 entry of this formula, charge and spin)   0.000 eV
Highest occupied orbital energy (spin up / spin down)   -8.44 / -8.99 eV
2S+1   3
E   -45222.9598 eV
Net charge   0